Entry 1:
This record from the OMol25 dataset describes a molecular structure, C67H71CrN13O2 at a distorted geometry. The level of theory is the ωB97M-V functional and the def2-TZVPD basis.

Orbital gap (spin up / spin down) in eV: 6.083 / 7.280
Spin multiplicity: 5

Last column: Löwdin spin population.
Cartesian coordinates (Å):
Cr -0.3402 -2.2376 3.2138  3.723
C -0.7968 -4.4792 5.9642  0.002
O -0.6394 -3.3491 5.1567  0.034
H 0.1149 -5.0380 6.1754  0.001
H -1.0849 -4.2825 6.9969  0.000
H -1.5620 -5.1745 5.6191  0.001
C 0.4788 -0.5030 0.2623  0.003
O 0.1004 -1.4248 1.2669  0.042
H -0.3954 0.0456 -0.0882  0.001
H 1.2491 0.1894 0.6020  0.001
H 0.9450 -0.9733 -0.6035  0.000
N 3.4868 3.2853 -3.1608  0.000
C 2.4608 2.5096 -2.7310  0.000
C 1.1126 2.8946 -2.9893  0.000
C 0.8063 4.0254 -3.7148  0.000
C 1.8432 4.7490 -4.3083  0.000
C 3.1614 4.3879 -3.9319  0.000
H 2.7079 1.8153 -1.9415  0.000
H 0.2870 2.3407 -2.5675  0.000
H -0.2251 4.3455 -3.7093  0.000
H 1.6419 5.6541 -4.8621  0.000
H 4.0605 4.9521 -4.1313  0.000
N -2.4383 5.1298 2.8780  0.000
C -2.2280 5.4772 1.5645  0.000
C -2.2281 6.8214 1.1003  0.000
C -2.4375 7.8395 1.9990  0.000
C -2.7002 7.4806 3.3347  0.000
C -2.7268 6.1602 3.6881  0.000
H -1.9541 4.6809 0.8883  0.000
H -2.0496 7.0621 0.0627  0.000
H -2.2728 8.8863 1.7905  0.000
H -2.8266 8.3305 3.9891  0.000
H -2.8947 5.8689 4.7144  0.000
N -0.4137 -0.2958 4.2416  0.010
C -1.6483 -0.0777 4.9264  0.012
C -2.0498 1.2299 5.2057  -0.001
C -1.2876 2.3568 4.8928  0.009
C -0.0574 2.1352 4.3579  -0.001
C 0.3594 0.8214 4.0293  0.012
H -2.2780 -0.9229 5.1621  0.001
H -2.9269 1.4780 5.7849  0.000
H -1.6860 3.3306 5.1366  0.000
H 0.6218 2.9344 4.1003  0.000
H 1.3051 0.6176 3.5492  0.001
N 5.5579 -0.0160 0.4024  0.000
C 6.6797 -0.2243 -0.3485  0.000
C 7.0869 0.6694 -1.3975  0.000
C 6.3565 1.8708 -1.6285  0.000
C 5.2354 2.0683 -0.8345  0.000
C 4.8070 1.0687 0.1054  0.000
H 7.0905 -1.1820 -0.0648  0.000
H 7.9425 0.4451 -2.0173  0.000
H 6.6521 2.6131 -2.3552  0.000
H 4.6244 2.9588 -0.8397  0.000
H 3.9004 1.0946 0.6917  0.000
N -0.2239 -4.2394 2.2233  0.008
C 0.4120 -5.3281 2.7157  0.007
C 0.5912 -6.5698 2.1254  -0.001
C 0.1279 -6.7548 0.7894  0.007
C -0.5825 -5.7023 0.2229  0.000
C -0.7543 -4.5275 0.9344  0.008
H 0.8870 -5.1444 3.6681  0.001
H 1.0272 -7.4115 2.6429  0.000
H 0.1024 -7.7578 0.3896  0.000
H -1.0557 -5.7299 -0.7476  0.000
H -1.1343 -3.7205 0.3255  0.000
N 2.0197 -2.1019 3.8719  0.032
C 2.4663 -1.9855 5.1583  0.005
C 3.8626 -1.7024 5.3541  0.001
C 4.7174 -1.9080 4.2860  0.002
C 4.2140 -2.2694 3.0922  0.001
C 2.9081 -2.0945 2.8049  0.004
H 1.7889 -1.9798 5.9995  0.000
H 4.2451 -1.4265 6.3257  0.000
H 5.7820 -1.7802 4.4156  0.000
H 4.9515 -2.4785 2.3314  0.000
H 2.5162 -2.3284 1.8260  0.000
N -2.3327 -4.1131 -3.0439  0.000
C -2.8877 -3.4186 -2.0444  0.000
C -3.5840 -4.1076 -1.0396  0.000
C -3.7923 -5.5004 -1.1800  0.000
C -3.3336 -6.1718 -2.2489  0.000
C -2.5014 -5.4764 -3.1747  0.000
H -2.8209 -2.3421 -1.9897  0.000
H -4.1390 -3.5001 -0.3400  0.000
H -4.4589 -6.1043 -0.5822  0.000
H -3.5888 -7.2139 -2.3730  0.000
H -2.1797 -5.9257 -4.1026  0.000
N -3.6927 3.4875 -2.7144  0.000
C -3.8496 4.1197 -1.5581  0.000
C -5.1420 4.5928 -1.1431  0.000
C -6.1288 4.4515 -2.0604  0.000
C -5.9661 3.9430 -3.3212  0.000
C -4.6740 3.4931 -3.6325  0.000
H -3.1133 3.9926 -0.7783  0.000
H -5.3894 4.9763 -0.1642  0.000
H -7.0811 4.8429 -1.7346  0.000
H -6.7669 3.8748 -4.0426  0.000
H -4.4621 3.0174 -4.5786  0.000
N 0.4414 -0.8086 -6.0662  0.000
C 0.6814 -1.5381 -4.9256  0.000
C 1.7645 -1.3745 -4.0708  0.000
C 2.6481 -0.3021 -4.3874  0.000
C 2.4663 0.4979 -5.4689  0.000
C 1.3568 0.1853 -6.2973  0.000
H -0.1079 -2.2297 -4.6705  0.000
H 1.8725 -1.9420 -3.1583  0.000
H 3.4733 -0.1721 -3.7029  0.000
H 3.1301 1.3392 -5.6028  0.000
H 1.2404 0.7204 -7.2282  0.000
N 3.2215 -4.5523 -2.1937  0.000
C 3.0998 -3.6842 -1.1159  0.000
C 3.8059 -2.5469 -1.0446  0.000
C 4.6143 -2.1686 -2.0877  0.000
C 4.6485 -2.9796 -3.2082  0.000
C 3.9882 -4.1634 -3.2491  0.000
H 2.5465 -4.0850 -0.2795  0.000
H 3.9221 -1.8924 -0.1934  0.000
H 5.1520 -1.2329 -2.0462  0.000
H 5.2164 -2.7280 -4.0917  0.000
H 3.9682 -4.8471 -4.0849  0.000
N -2.4751 -2.1177 2.7883  0.036
C -2.9536 -1.0317 2.1423  0.012
C -4.3310 -0.7664 2.1861  -0.001
C -5.2599 -1.7379 2.5967  0.008
C -4.7902 -2.9452 2.9756  0.001
C -3.3973 -3.1280 3.0407  0.015
H -2.2651 -0.3841 1.6198  0.001
H -4.8772 0.0426 1.7240  0.000
H -6.3307 -1.6103 2.6565  0.000
H -5.4561 -3.7277 3.3082  0.000
H -3.1874 -4.0661 3.5330  0.001
N 2.5023 3.3334 2.0186  0.000
C 3.0484 4.4198 1.4149  0.000
C 2.6371 5.0665 0.2661  0.000
C 1.3906 4.7395 -0.0990  0.000
C 0.6997 3.6637 0.5028  0.000
C 1.3536 2.9728 1.4564  0.000
H 4.0908 4.5412 1.6699  0.000
H 3.2576 5.7969 -0.2318  0.000
H 0.9935 5.3624 -0.8868  0.000
H -0.2107 3.2381 0.1072  0.000
H 0.8230 2.1581 1.9266  0.000
N -4.6454 -0.6661 -3.2144  0.000
C -3.7492 -0.9653 -4.2945  0.000
C -2.4536 -0.5021 -4.3666  0.000
C -1.9324 0.2344 -3.2887  0.000
C -2.7633 0.5203 -2.2343  0.000
C -4.1035 0.0609 -2.2353  0.000
H -4.1781 -1.6818 -4.9794  0.000
H -1.9356 -0.8889 -5.2317  0.000
H -0.9233 0.6048 -3.3936  0.000
H -2.5140 1.2123 -1.4435  0.000
H -4.7256 0.3356 -1.3962  0.000

Entry 2:
This record from the OMol25 dataset describes a single C5H8ClNS molecule at a distorted geometry. The level of theory is the ωB97M-V functional and the def2-TZVPD basis.

Orbital gap (spin up / spin down) in eV: 6.582 / 7.244
Spin multiplicity: 3

Last column: natural (NBO) charge in e.
Cartesian coordinates (Å):
C 0.8918 0.1331 0.2569  -0.329
C 0.4790 -1.0978 0.1517  0.146
C 0.1637 1.3351 0.4598  -0.422
C -0.8215 1.6142 -0.7462  -0.241
C 0.2303 -2.3623 0.0627  -0.525
N -1.5251 0.4479 -1.1350  -0.552
S -2.6402 -0.4679 -0.7005  0.686
Cl -3.1057 -0.5500 1.3910  -0.492
H 1.9985 0.1875 0.2741  0.240
H -0.5261 1.2447 1.4068  0.237
H 0.7061 2.2412 0.4736  0.230
H -1.4661 2.4746 -0.5606  0.220
H -0.1377 1.8405 -1.6892  0.198
H 0.4560 -2.7524 -0.8704  0.225
H -2.0653 -1.6098 -0.3627  0.143
H -0.0387 -3.0107 0.8920  0.236

Entry 3:
This record from the OMol25 dataset describes 2 unconnected molecules or ions with the total composition C4H8O. The level of theory is the ωB97M-V functional and the def2-TZVPD basis.

SMILES: COC1=CC1.[H][H]
Orbital gap in eV: 9.699

Last column: natural (NBO) charge in e.
Cartesian coordinates (Å):
C -0.0709 0.1522 1.9321  -0.248
O -0.9487 0.5317 0.8773  -0.476
C -0.3973 0.5774 -0.3333  0.321
C -0.5454 0.7841 -1.5976  -0.283
C 0.8697 0.4997 -1.1050  -0.450
H 0.8479 0.7473 1.9169  0.185
H 0.1803 -0.9120 1.8645  0.181
H -0.6161 0.3418 2.8578  0.198
H -1.1349 1.0516 -2.4583  0.227
H 1.3400 -0.4692 -1.3147  0.175
H 1.5953 1.3199 -1.0486  0.172
H -0.6961 -2.1361 -0.5896  -0.005
H -0.4454 -2.6656 -1.0478  0.003

Entry 4:
This record from the OMol25 dataset describes a molecular structure, C33H31AsBCaCl7F4O6S at a distorted geometry. The level of theory is the ωB97M-V functional and the def2-TZVPD basis.

Total charge: -2
Orbital gap in eV: 7.355

Last column: Mulliken charge in e.
Cartesian coordinates (Å):
Ca -0.3105 -0.4546 0.0782  1.359
Cl -0.4651 2.8451 -0.4205  -0.038
C 1.0918 3.6998 -0.3798  -0.174
Cl 1.9885 3.4000 1.1176  -0.145
H 0.8945 4.7634 -0.4439  0.476
H 1.6777 3.3155 -1.2086  -0.002
O 0.9591 -4.1234 -0.7982  -0.791
C 0.5477 -3.0753 -0.3169  0.835
O 1.0981 -1.9229 -0.4174  -0.012
C -0.7265 -3.0644 0.5689  0.264
O -1.5438 -3.9647 0.5344  -0.761
O -0.8249 -2.0112 1.3343  -0.645
Cl -3.5388 -0.1847 -0.4727  -0.176
C -3.3194 0.9292 0.8390  1.318
C -2.0612 0.9608 1.4469  -1.563
C -2.0120 1.8417 2.5350  1.049
Cl -0.5380 2.0202 3.4328  -0.338
C -3.0734 2.6403 2.9646  -0.508
Cl -2.9023 3.7244 4.3079  -0.243
C -4.2861 2.5799 2.2917  0.560
Cl -5.6175 3.5626 2.7891  -0.246
C -4.4088 1.7084 1.2183  -0.325
Cl -5.9173 1.6173 0.3694  -0.238
C 5.7601 -0.5172 0.8432  -1.863
C 4.3681 -0.6210 0.2222  1.034
C 4.0640 0.5313 -0.7157  -0.979
S 2.3941 0.4019 -1.4785  1.182
O 2.3312 1.6623 -2.2935  -0.958
C 2.7724 -0.9502 -2.6778  -0.821
C 2.7173 -0.4658 -4.1190  -0.190
C 3.9771 0.2952 -4.5385  -1.383
H 5.9585 -1.3681 1.4976  0.305
H 5.8464 0.3922 1.4422  0.290
H 6.5287 -0.4912 0.0657  0.461
H 3.6181 -0.6121 1.0139  -0.916
H 4.2813 -1.5663 -0.3190  0.519
H 4.7781 0.6117 -1.5383  0.425
H 4.0340 1.4754 -0.1681  0.403
H 2.0046 -1.6938 -2.4815  -0.199
H 3.7464 -1.3776 -2.4329  0.603
H 1.8451 0.1784 -4.2364  0.092
H 2.5695 -1.3322 -4.7662  0.599
H 4.0617 1.2054 -3.9466  0.196
H 3.9343 0.5791 -5.5931  0.431
H 4.8695 -0.3205 -4.3841  0.288
O 1.1647 0.0010 1.5132  0.126
As 1.1492 -1.2254 2.6051  2.229
C 2.7486 -0.6342 3.6575  -0.367
C 2.7922 0.7129 4.0165  -0.327
C 3.9012 1.2549 4.6471  -0.768
C 5.0040 0.4557 4.9168  -0.555
C 4.9877 -0.8795 4.5468  -0.680
C 3.8664 -1.4193 3.9271  0.074
C -0.1198 -1.3364 4.0965  0.528
C 0.4268 -1.6609 5.3349  -0.262
C -0.3922 -1.8885 6.4318  -0.859
C -1.7693 -1.8094 6.2973  -0.574
C -2.3186 -1.5042 5.0599  -0.959
C -1.5018 -1.2693 3.9649  -0.190
C 1.6842 -3.0906 2.4202  0.351
C 0.8587 -4.0857 2.9316  -0.917
C 1.1962 -5.4202 2.7731  -0.621
C 2.3622 -5.7715 2.1114  -0.839
C 3.2029 -4.7821 1.6277  -0.889
C 2.8654 -3.4487 1.7833  -0.284
H 1.9499 1.3458 3.7784  0.021
H 3.9084 2.3046 4.9156  0.430
H 5.8733 0.8735 5.4119  0.325
H 5.8540 -1.5038 4.7341  0.397
H 3.8626 -2.4698 3.6655  0.506
H 1.5014 -1.7354 5.4447  0.333
H 0.0506 -2.1395 7.3887  0.402
H -2.4131 -1.9881 7.1505  0.357
H -3.3935 -1.4677 4.9312  0.437
H -1.9358 -1.0420 3.0046  0.523
H -0.0639 -3.8193 3.4300  0.401
H 0.5219 -6.1850 3.1362  0.385
H 2.5994 -6.8141 1.9399  0.348
H 4.1042 -5.0453 1.0887  0.394
H 3.5086 -2.6798 1.3805  0.498
F -2.4175 -1.0165 -3.1865  -0.397
B -1.1004 -0.5737 -3.2472  0.318
F -0.2283 -1.6089 -3.5641  -0.388
F -0.9628 0.4958 -4.1331  -0.395
F -0.7220 -0.0778 -1.9088  -0.283

Entry 5:
This record from the OMol25 dataset describes 9 unconnected molecules or ions with the total composition H18O9. The level of theory is the ωB97M-V functional and the def2-TZVPD basis.

SMILES: O.O.O.O.O.O.O.O.O
Orbital gap in eV: 10.680

Last column: natural (NBO) charge in e.
Cartesian coordinates (Å):
O -1.7407 2.8922 -0.1604  -0.946
H -1.5005 1.9624 -0.2617  0.484
H -0.9654 3.2942 0.2407  0.459
O 1.2438 -2.3535 0.6169  -0.971
H 1.0812 -1.8412 -0.1849  0.492
H 1.7869 -3.0950 0.3348  0.487
O -2.7546 -0.8850 -0.7096  -0.944
H -1.8955 -0.5657 -0.4086  0.477
H -3.2293 -1.1172 0.0942  0.463
O 1.1974 -0.6876 3.0980  -0.987
H 1.1594 -1.2713 2.3251  0.504
H 1.5479 -1.2300 3.8095  0.484
O -0.9859 -0.1212 -3.7190  -0.924
H -0.1538 -0.0036 -3.2495  0.461
H -0.8064 0.1538 -4.6234  0.462
O 2.0548 1.2617 -2.5562  -0.949
H 1.9977 1.1645 -3.5131  0.476
H 1.9708 2.2108 -2.4064  0.480
O 1.0802 1.8135 1.7220  -0.984
H 0.8020 2.6135 2.1771  0.472
H 1.0748 1.1294 2.4079  0.504
O 0.0237 0.3110 -0.6900  -0.988
H 0.2156 0.9393 -1.3977  0.491
H 0.7398 0.4450 -0.0555  0.497
O -1.3098 -2.7073 2.2384  -0.935
H -1.6920 -2.3837 3.0600  0.466
H -0.9421 -1.9289 1.8114  0.469

Entry 6:
This record from the OMol25 dataset describes a molecular structure, CdCl at a distorted geometry. The level of theory is the ωB97M-V functional and the def2-TZVPD basis.

Orbital gap (spin up / spin down) in eV: 9.177 / 7.382
Spin multiplicity: 2

Last column: natural (NBO) charge in e.
Cartesian coordinates (Å):
Cd 0.0647 0.7007 1.0993  0.730
Cl -0.0647 -0.7007 -1.0993  -0.730

Entry 7:
This record from the OMol25 dataset describes 2 unconnected molecules or ions with the total composition C9H14O at a distorted geometry. The level of theory is the ωB97M-V functional and the def2-TZVPD basis.

SMILES: Cc1ccccc1.CCO
Orbital gap in eV: 9.921

Last column: natural (NBO) charge in e.
Cartesian coordinates (Å):
C 0.0329 -2.4958 -3.2475  -0.634
C -0.0555 -1.3001 -2.3171  -0.003
C 1.0642 -1.0130 -1.5264  -0.225
C 1.2307 0.2032 -0.8857  -0.202
C 0.1698 1.1043 -0.8956  -0.229
C -0.9955 0.7798 -1.5590  -0.205
C -1.0807 -0.3356 -2.3533  -0.218
H -0.5682 -2.3081 -4.1465  0.223
H -0.3376 -3.4567 -2.9140  0.221
H 1.1169 -2.6426 -3.3181  0.217
H 1.8593 -1.7338 -1.6630  0.202
H 2.1456 0.5942 -0.4446  0.217
H 0.2244 2.0943 -0.4545  0.214
H -1.8173 1.5145 -1.4560  0.213
H -1.9655 -0.4526 -2.9842  0.211
C 0.3985 1.1703 2.5496  -0.634
C -0.2223 0.6370 3.8480  -0.067
O -1.5325 1.2082 4.0924  -0.722
H -0.0147 0.6729 1.6682  0.223
H 1.4508 0.9085 2.7039  0.203
H 0.2537 2.2455 2.5267  0.200
H -0.4424 -0.4296 3.6911  0.184
H 0.4200 0.9553 4.6445  0.159
H -1.3345 2.0799 4.4410  0.454

Entry 8:
This record from the OMol25 dataset describes a single C6H12N2 molecule at a distorted geometry. The level of theory is the ωB97M-V functional and the def2-TZVPD basis.

Orbital gap in eV: 9.530

Last column: natural (NBO) charge in e.
Cartesian coordinates (Å):
C -0.5983 0.7336 -0.0788  -0.135
C -0.1885 0.0285 -1.4021  -0.127
C -0.3834 -0.1509 1.0965  -0.083
C -0.5787 0.5440 -2.7684  -0.617
C -1.1344 -1.4621 1.1875  -0.626
C 2.0312 0.4546 1.5897  -0.440
N 0.6774 0.8567 -0.6216  -0.254
N 1.1108 -0.3309 0.8389  -0.244
H -1.3492 1.5859 -0.0355  0.203
H 0.0804 -0.9827 -1.2059  0.223
H -0.5797 0.4367 2.1280  0.179
H -1.3407 -0.1102 -3.1614  0.219
H 0.3603 0.4021 -3.4579  0.212
H -0.8637 1.6031 -2.8589  0.226
H -0.5558 -2.2395 1.6674  0.227
H -1.2595 -1.9706 0.1746  0.210
H -2.0777 -1.2318 1.6561  0.217
H 1.8040 0.0386 2.5573  0.206
H 3.0157 0.2880 1.2506  0.207
H 1.8296 1.5067 1.4439  0.196